{"formula": "C27H72O9", "method": "the ωB97M-V functional and the def2-TZVPD basis", "species": ["C", "C", "C", "O", "H", "H", "H", "H", "H", "H", "H", "H", "C", "C", "C", "O", "H", "H", "H", "H", "H", "H", "H", "H", "C", "C", "C", "O", "H", "H", "H", "H", "H", "H", "H", "H", "C", "C", "C", "O", "H", "H", "H", "H", "H", "H", "H", "H", "C", "C", "C", "O", "H", "H", "H", "H", "H", "H", "H", "H", "C", "C", "C", "O", "H", "H", "H", "H", "H", "H", "H", "H", "C", "C", "C", "O", "H", "H", "H", "H", "H", "H", "H", "H", "C", "C", "C", "O", "H", "H", "H", "H", "H", "H", "H", "H", "C", "C", "C", "O", "H", "H", "H", "H", "H", "H", "H", "H"], "coordinates": [[2.76328, -5.30638, -3.27936], [3.24181, -3.89089, -3.60020], [3.88054, -3.16611, -2.47835], [4.20721, -3.87958, -4.67671], [2.47537, -5.76724, -4.22425], [1.94302, -5.33258, -2.56202], [3.46462, -5.97285, -2.77734], [2.39458, -3.25319, -3.85249], [4.30633, -2.21307, -2.79222], [4.73233, -3.67214, -2.02395], [3.26289, -2.88461, -1.62549], [4.20566, -2.96097, -4.95556], [-1.90330, -3.32564, -2.28549], [-1.73783, -4.42339, -1.28096], [-0.52831, -4.07412, -0.40643], [-2.92722, -4.60756, -0.59108], [-2.84306, -3.42672, -2.82838], [-1.18024, -3.34023, -3.10101], [-2.00574, -2.32370, -1.86868], [-1.56979, -5.35563, -1.82020], [-0.72454, -3.20423, 0.22037], [0.34711, -3.85826, -1.01893], [-0.19772, -4.86476, 0.26715], [-2.77789, -5.22753, 0.12652], [-3.11673, 0.12553, -4.10329], [-4.47893, -0.10172, -3.45004], [-5.55362, 0.97117, -3.91063], [-4.93314, -1.31845, -3.80326], [-2.66375, 1.10899, -3.97790], [-3.22694, -0.10498, -5.16292], [-2.43194, -0.65008, -3.76038], [-4.39616, 0.05568, -2.37464], [-6.52192, 0.84108, -3.42734], [-5.82520, 0.94491, -4.96593], [-5.24050, 1.99498, -3.70601], [-5.51958, -1.60791, -3.10048], [-5.45077, 0.45491, 3.37230], [-3.95729, 0.43779, 3.01752], [-3.61253, -0.41289, 1.79378], [-3.57618, 1.77567, 2.75153], [-6.02925, 0.76930, 2.50361], [-5.65228, 1.17696, 4.16359], [-5.87436, -0.49744, 3.69118], [-3.47162, 0.09370, 3.93066], [-4.14084, -0.02646, 0.92219], [-3.80177, -1.48459, 1.85498], [-2.54733, -0.31131, 1.58609], [-2.63081, 1.79465, 2.58566], [1.54289, -0.76671, -0.44724], [1.13673, 0.63871, -0.46232], [-0.36094, 0.75345, -0.94867], [1.19137, 1.19362, 0.82952], [2.62680, -0.67179, -0.51226], [1.24617, -1.27884, -1.36255], [1.28413, -1.29746, 0.46897], [1.75620, 1.23424, -1.13292], [-0.62329, 1.80517, -1.06334], [-1.07211, 0.33003, -0.23941], [-0.52225, 0.29484, -1.92425], [1.96618, 0.88807, 1.30691], [-3.50480, 2.70632, -0.46140], [-4.63399, 3.59981, 0.06259], [-5.39195, 4.18470, -1.07436], [-5.41136, 2.78292, 0.88142], [-2.78305, 3.20438, -1.10880], [-3.98572, 1.92106, -1.04465], [-2.92467, 2.24081, 0.33538], [-4.16253, 4.39247, 0.64355], [-6.10879, 3.49650, -1.52227], [-4.69006, 4.57803, -1.80970], [-6.02381, 5.00990, -0.74587], [-4.82713, 2.53313, 1.60106], [3.64506, 2.50178, 3.94218], [4.41831, 1.36196, 3.28197], [5.00364, 0.29057, 4.23026], [3.53358, 0.68476, 2.46741], [4.29632, 3.12070, 4.55936], [2.80420, 2.18349, 4.55842], [3.30048, 3.15222, 3.13826], [5.25315, 1.78342, 2.72205], [5.81778, 0.67942, 4.84187], [5.44684, -0.58018, 3.74707], [4.25984, -0.16636, 4.88300], [3.02800, 0.05692, 2.98876], [-0.22449, 4.28980, 1.07813], [-0.53286, 3.53348, 2.39057], [-1.57257, 4.32730, 3.19444], [-0.99115, 2.23494, 2.12911], [0.32788, 5.22212, 1.19542], [-1.15165, 4.50259, 0.54595], [0.41663, 3.69260, 0.42973], [0.33171, 3.35995, 3.03128], [-2.53179, 4.30148, 2.67741], [-1.12960, 5.32079, 3.26406], [-1.73443, 3.93477, 4.19834], [-0.26019, 1.85662, 1.63496], [8.06828, -0.62304, 1.00815], [6.97667, -1.66439, 0.91515], [5.85514, -1.17392, -0.04600], [7.46900, -2.84046, 0.34375], [8.38661, -0.44751, -0.01945], [8.93925, -0.85002, 1.62296], [7.68613, 0.31607, 1.40831], [6.57074, -1.84772, 1.90999], [6.17845, -0.95339, -1.06332], [5.28838, -0.30698, 0.29354], [5.21050, -2.03972, -0.19747], [7.71663, -2.68502, -0.57065]], "homo_ev": -9.282, "lumo_ha": 0.012, "e_above_lowest_ev": 2.2286, "e_tot_ha": -1749.00622, "homo_lumo_gap_ev": 9.62, "smiles": "CC(C)O.CC(C)O.CC(C)O.CC(C)O.CC(C)O.CC(C)O.CC(C)O.CC(C)O.CC(C)O"}

{"formula": "C27H73BCuN3O9", "method": "the ωB97M-V functional and the def2-TZVPD basis", "species": ["Cu", "B", "H", "H", "H", "H", "C", "O", "C", "C", "N", "C", "C", "O", "C", "H", "H", "H", "H", "H", "H", "H", "H", "H", "H", "H", "H", "H", "H", "H", "C", "O", "C", "C", "N", "C", "C", "O", "C", "H", "H", "H", "H", "H", "H", "H", "H", "H", "H", "H", "H", "H", "H", "H", "C", "O", "C", "C", "N", "C", "C", "O", "C", "H", "H", "H", "H", "H", "H", "H", "H", "H", "H", "H", "H", "H", "H", "H", "C", "C", "C", "O", "H", "H", "H", "H", "H", "H", "H", "H", "C", "C", "C", "O", "H", "H", "H", "H", "H", "H", "H", "H", "C", "C", "C", "O", "H", "H", "H", "H", "H", "H", "H", "H"], "coordinates": [[1.01195, -0.50554, 1.18389], [0.43039, 1.10146, 0.32394], [0.02557, 1.87898, -0.30519], [0.40377, 1.43210, 1.35069], [-0.18859, 0.22143, 0.24242], [1.44482, 0.84112, 0.06437], [-0.68918, -5.00343, 2.34387], [-0.19880, -4.24841, 1.29056], [-0.91422, -3.05850, 0.98933], [-0.36970, -2.33834, -0.20289], [0.93116, -1.72898, 0.09691], [1.64650, -1.22345, -1.01541], [2.22007, -2.29164, -1.94957], [3.14059, -3.07959, -1.16024], [3.60228, -4.23417, -1.75718], [-0.47076, -6.07028, 2.29648], [-1.77293, -4.95578, 2.45022], [-0.33565, -4.49624, 3.24157], [-0.81664, -2.43475, 1.87788], [-1.97906, -3.25784, 0.86896], [-1.04960, -1.57169, -0.57447], [-0.30518, -3.03250, -1.04079], [1.53374, -2.53018, 0.21963], [2.40253, -0.55603, -0.60181], [1.08659, -0.57965, -1.69372], [2.57067, -1.79338, -2.85341], [1.42642, -2.95157, -2.29986], [4.38408, -4.68606, -1.14668], [4.01523, -3.94185, -2.72264], [2.81039, -4.96622, -1.91566], [-1.26349, 1.20916, -0.56500], [-2.53850, 0.78394, -1.00657], [-3.00868, -0.31292, -0.26751], [-4.50316, -0.76907, -0.57067], [-4.84923, -1.95747, 0.21772], [-5.97676, -2.61862, -0.44668], [-5.55509, -3.34930, -1.74576], [-5.63764, -2.44306, -2.81843], [-5.20806, -3.04840, -4.05255], [-0.87360, 1.98275, -1.22657], [-0.59349, 0.35030, -0.60433], [-1.32769, 1.62851, 0.43905], [-2.96872, -0.15609, 0.81041], [-2.29710, -1.12590, -0.41180], [-4.56378, -0.92708, -1.64745], [-5.12257, 0.10036, -0.35039], [-5.03527, -1.78910, 1.19605], [-6.83470, -1.96898, -0.61991], [-6.38134, -3.33788, 0.26541], [-6.26807, -4.11699, -2.04644], [-4.53111, -3.71550, -1.67193], [-5.04135, -2.20580, -4.72362], [-5.76179, -3.89614, -4.45605], [-4.17704, -3.37887, -3.92645], [-1.41513, 0.98267, 2.88927], [-0.12093, 0.45065, 2.78107], [0.50343, 0.17324, 4.01930], [1.81299, -0.53872, 3.58935], [1.53158, -1.67399, 2.74004], [2.75109, -2.31861, 2.28487], [3.80188, -1.43538, 1.75385], [3.21941, -0.43384, 0.92157], [3.98995, 0.71143, 0.67596], [-1.43055, 2.01990, 3.22398], [-2.06993, 0.36161, 3.50051], [-1.81540, 1.05580, 1.87807], [-0.10501, -0.45810, 4.66685], [0.59227, 1.13384, 4.52671], [2.38464, -0.90716, 4.44116], [2.38627, 0.28721, 3.16831], [1.08848, -2.30641, 3.39105], [2.46444, -3.00537, 1.48844], [3.16475, -2.98389, 3.04276], [4.41265, -2.04663, 1.08943], [4.40954, -1.04618, 2.57078], [4.74906, 0.45719, -0.06378], [4.46048, 1.20205, 1.52802], [3.26645, 1.43074, 0.29226], [2.77100, 0.53287, -1.66481], [1.54830, 1.45493, -1.93775], [1.61084, 2.04914, -3.39347], [0.38696, 0.72770, -1.79827], [2.63519, 0.13240, -0.66017], [3.75470, 1.00218, -1.65097], [2.85970, -0.27078, -2.39581], [1.45631, 2.25384, -1.20195], [1.43868, 1.26831, -4.13425], [2.52068, 2.62765, -3.55346], [0.91255, 2.88579, -3.37045], [0.09908, 0.89504, -0.89787], [-0.67710, 3.67354, -1.10800], [-0.88643, 4.71443, -2.25169], [-2.25949, 5.39854, -2.19024], [0.01691, 5.73773, -2.01006], [-1.43607, 2.89501, -1.03081], [-0.76080, 4.21796, -0.16741], [0.27713, 3.15118, -1.03942], [-0.66790, 4.22427, -3.20042], [-3.01648, 4.74479, -2.62347], [-2.27661, 6.29003, -2.81718], [-2.52709, 5.65910, -1.16623], [-0.18600, 6.02542, -1.11694], [2.31459, 4.80830, 1.29916], [1.93916, 3.29113, 1.17440], [2.00209, 2.60136, 2.53278], [0.55709, 3.23908, 0.79323], [1.81934, 5.31174, 2.12944], [1.98504, 5.37842, 0.43057], [3.38290, 4.97495, 1.43714], [2.48021, 2.75897, 0.39198], [1.76679, 1.55020, 2.36608], [1.28017, 2.85405, 3.30936], [2.96892, 2.59945, 3.03611], [0.19897, 2.35234, 0.70929]], "homo_ev": -5.344, "lumo_ha": 0.009, "e_tot_ha": -3577.84702, "homo_lumo_gap_ev": 5.60}